# 1
141
Properties=species:S:1:pos:R:3:forces:R:3 method="wB97M-V/def2-TZVPD" energy_ev=-256078.9923 e_homo_ev=-9.4246 homo_lumo_gap_ev=9.4681 mol_weight_g_mol=1236.25 lumo_energy_ev=0.04
C 2.347 0.128 4.224 0.17 0.03 0.50
C 2.531 0.979 5.495 0.58 -0.09 -0.13
C 2.858 2.457 5.162 -0.43 -0.02 -0.12
C 1.936 3.476 5.848 -0.05 -0.17 0.28
C 0.445 3.317 5.506 0.37 0.23 -0.07
C 0.080 3.779 4.091 -0.48 -0.07 0.00
C -1.451 3.710 3.832 0.55 -0.21 -0.20
C -1.910 2.549 2.943 -0.45 -0.26 0.47
C -1.420 1.158 3.392 -0.19 0.08 -0.54
C -2.456 0.065 3.098 0.37 0.04 0.16
C -1.936 -1.368 3.346 -0.69 -0.09 0.19
C -1.675 -2.183 2.075 0.00 -0.19 0.16
C -0.376 -1.875 1.286 -0.48 0.21 0.41
C -0.658 -1.233 -0.090 0.43 0.26 0.26
N 0.133 -1.737 -1.234 0.23 -0.31 1.52
C -0.087 -3.149 -1.512 0.00 0.49 -0.82
C -1.452 -3.477 -2.087 0.75 1.07 0.21
O -1.894 -4.555 -2.076 -0.76 -1.72 0.01
Cl -2.349 -2.170 -2.872 0.03 0.33 -0.17
C 1.478 -1.404 -1.279 0.36 -0.32 -1.02
O 2.181 -1.654 -2.224 -0.03 -0.03 0.33
O 1.969 -0.778 -0.158 -0.34 0.89 -0.41
C 3.078 0.018 -0.411 0.80 -0.72 0.50
Br 2.782 1.552 -1.460 -0.12 -0.13 0.10
C 4.286 -0.287 0.080 -0.59 0.52 -0.45
C 5.560 0.487 -0.141 -0.05 -0.38 0.42
Br 4.448 -1.860 1.124 -0.02 0.00 -0.13
H 1.608 0.584 3.557 0.12 -0.16 0.02
H 2.051 -0.900 4.472 -0.09 0.18 -0.10
H 3.316 0.059 3.716 -0.24 0.10 -0.17
H 1.674 0.885 6.170 0.01 0.08 -0.17
H 3.389 0.557 6.036 -0.24 0.00 0.08
H 2.762 2.595 4.081 0.14 0.03 0.09
H 3.901 2.679 5.418 -0.18 -0.01 -0.07
H 2.051 3.368 6.937 0.00 0.04 -0.13
H 2.251 4.500 5.603 0.01 -0.19 -0.03
H -0.135 3.936 6.206 0.02 -0.20 -0.05
H 0.150 2.275 5.671 -0.12 0.13 -0.02
H 0.398 4.820 3.999 0.14 -0.15 -0.12
H 0.612 3.194 3.329 0.06 0.18 0.12
H -1.786 4.634 3.346 -0.04 -0.06 0.32
H -1.941 3.602 4.807 -0.14 0.23 -0.25
H -1.659 2.714 1.887 0.09 0.02 0.16
H -3.009 2.530 2.999 0.14 0.08 -0.13
H -1.232 1.147 4.472 0.15 0.04 -0.18
H -0.488 0.922 2.857 -0.02 -0.02 0.34
H -2.823 0.146 2.065 0.07 0.05 0.12
H -3.318 0.263 3.749 0.06 -0.05 -0.18
H -1.080 -1.372 4.036 0.01 0.06 -0.27
H -2.733 -1.908 3.878 0.19 0.04 -0.02
H -1.690 -3.245 2.356 0.09 0.14 -0.10
H -2.556 -2.040 1.433 0.16 -0.09 0.00
H 0.231 -1.179 1.879 0.05 -0.23 -0.17
H 0.194 -2.805 1.210 0.09 0.17 -0.20
H -1.710 -1.345 -0.352 0.07 -0.06 -0.08
H -0.462 -0.157 -0.012 -0.15 -0.18 -0.18
H 0.613 -3.466 -2.296 -0.04 0.11 0.16
H 0.068 -3.801 -0.647 -0.15 0.09 -0.02
H 6.096 0.076 -1.006 -0.16 0.19 0.06
H 5.366 1.553 -0.268 -0.01 -0.15 -0.12
H 6.209 0.350 0.730 -0.10 0.12 -0.13
O 3.268 4.425 2.617 -0.06 0.09 0.01
C 3.065 5.562 2.331 0.12 -0.06 -0.14
O 2.043 6.312 2.803 0.03 0.04 0.03
C 2.264 7.673 2.409 0.01 0.14 -0.01
C 3.153 7.514 1.194 -0.10 0.16 -0.03
O 3.830 6.280 1.480 0.00 0.04 0.05
H 1.320 8.164 2.190 -0.09 -0.17 0.02
H 2.758 8.199 3.229 0.03 -0.04 0.01
H 2.591 7.402 0.269 -0.01 -0.01 0.01
H 3.870 8.322 1.077 0.13 -0.12 0.02
O -6.412 -6.945 -6.368 -0.07 -0.02 -0.04
C -5.677 -6.092 -5.975 0.00 -0.01 0.02
O -4.964 -5.273 -6.778 0.00 0.00 0.02
C -4.386 -4.243 -5.965 0.09 0.15 0.06
C -4.347 -4.899 -4.601 0.14 0.12 0.08
O -5.447 -5.818 -4.677 0.01 0.02 -0.06
H -3.404 -3.968 -6.340 -0.02 -0.13 -0.12
H -5.038 -3.368 -5.992 -0.03 -0.03 0.01
H -3.430 -5.464 -4.431 -0.01 -0.01 -0.01
H -4.487 -4.200 -3.782 -0.15 -0.10 0.05
O 2.416 7.883 -2.007 0.05 0.05 0.00
C 3.506 8.195 -2.374 -0.06 -0.07 -0.04
O 4.591 8.279 -1.569 -0.04 0.11 -0.11
C 5.750 8.448 -2.405 0.17 0.04 0.18
C 5.156 9.040 -3.663 0.13 0.07 -0.09
O 3.825 8.506 -3.647 0.01 0.03 0.04
H 6.473 9.103 -1.924 -0.15 0.04 0.13
H 6.202 7.477 -2.580 -0.18 0.06 0.01
H 5.095 10.129 -3.628 -0.03 -0.01 0.03
H 5.681 8.736 -4.564 -0.14 -0.14 -0.02
O -4.316 3.278 5.848 -0.06 -0.02 0.01
C -3.982 2.627 6.782 0.03 0.00 -0.05
O -4.817 2.153 7.738 0.05 0.00 0.00
C -4.087 1.231 8.554 0.03 -0.10 0.10
C -2.654 1.681 8.347 0.06 -0.06 0.13
O -2.704 2.250 7.037 -0.03 -0.03 0.01
H -4.416 1.298 9.587 -0.10 0.12 -0.05
H -4.265 0.220 8.185 0.02 0.01 -0.03
H -2.352 2.454 9.055 -0.03 0.01 0.00
H -1.936 0.866 8.380 0.02 0.02 -0.16
O 7.391 6.524 -3.974 0.22 -0.11 -0.10
C 8.146 5.872 -3.323 -0.05 -0.03 -0.13
O 7.774 4.844 -2.532 0.04 -0.01 0.01
C 8.956 4.167 -2.090 0.10 -0.11 0.07
C 10.008 5.251 -2.214 0.10 -0.07 0.11
O 9.480 6.064 -3.269 0.00 -0.02 0.03
H 8.827 3.802 -1.075 -0.16 0.08 0.00
H 9.144 3.322 -2.755 0.01 0.03 -0.03
H 10.090 5.859 -1.311 -0.04 0.00 0.00
H 10.990 4.873 -2.481 -0.02 0.07 -0.16
O 5.336 -3.875 7.307 -0.01 0.00 0.00
C 5.595 -3.960 6.154 0.00 0.02 0.04
O 4.760 -4.458 5.207 0.07 0.01 -0.01
C 5.327 -4.188 3.923 -0.02 -0.02 -0.19
C 6.799 -4.039 4.243 0.07 -0.03 -0.12
O 6.770 -3.574 5.594 -0.04 -0.02 -0.03
H 5.117 -5.002 3.234 -0.08 -0.08 0.13
H 4.891 -3.266 3.533 0.01 0.03 0.07
H 7.332 -4.992 4.210 -0.03 -0.02 0.02
H 7.308 -3.323 3.603 0.01 0.11 0.13
O -8.155 -7.285 -12.356 -0.01 0.00 0.00
C -7.689 -7.830 -11.411 -0.01 0.03 -0.03
O -6.845 -7.252 -10.523 -0.02 -0.06 0.00
C -6.691 -8.136 -9.406 0.03 -0.08 0.11
C -7.033 -9.481 -10.014 0.08 -0.07 0.09
O -7.934 -9.119 -11.065 0.02 0.02 0.03
H -5.680 -8.084 -9.013 0.02 0.15 -0.08
H -7.386 -7.839 -8.622 0.03 0.00 0.02
H -6.164 -9.977 -10.451 0.01 0.03 -0.02
H -7.516 -10.159 -9.315 -0.14 0.02 -0.09
O -13.271 -6.958 -6.499 0.01 0.00 0.00
C -12.153 -6.945 -6.894 -0.04 0.00 0.01
O -11.054 -7.069 -6.109 0.00 0.00 -0.06
C -9.913 -7.237 -6.955 0.19 0.03 -0.06
C -10.379 -6.607 -8.252 0.13 0.01 -0.05
O -11.794 -6.805 -8.194 0.04 -0.01 0.03
H -9.041 -6.749 -6.528 -0.08 0.00 0.13
H -9.708 -8.305 -7.059 -0.03 -0.01 -0.01
H -10.174 -5.536 -8.293 -0.01 0.00 0.03
H -9.965 -7.081 -9.139 -0.16 -0.05 -0.04

=====

# 2
125
Properties=species:S:1:pos:R:3:forces:R:3 method="wB97M-V/def2-TZVPD" energy_ev=-99913.4667 e_homo_ev=0.0965 homo_lumo_gap_ev=3.2105 mol_weight_g_mol=957.82 relative_energy_kcal_mol=57.9 lumo_energy_ev=3.31 total_charge=-2
K 0.511 0.627 -0.319 -0.40 -0.03 -0.46
C 4.824 -0.239 0.484 -0.08 -0.09 0.14
C 4.461 -1.458 1.334 -0.12 0.12 -0.25
C 5.339 -2.639 0.933 -0.01 0.02 0.12
P 2.578 -1.754 1.255 0.47 -0.17 0.67
C 2.294 -2.081 3.099 -0.02 -0.08 -0.15
C 3.291 -2.903 3.925 0.00 0.05 -0.09
C 0.882 -2.621 3.319 0.02 0.09 0.03
C 2.459 -3.381 0.438 -0.18 0.13 -0.10
C 2.891 -4.582 0.994 -0.04 -0.07 -0.14
C 2.931 -5.779 0.292 0.05 -0.16 0.16
C 3.416 -7.055 0.937 0.01 0.13 -0.13
C 2.561 -5.742 -1.056 -0.03 0.05 0.07
C 2.090 -4.591 -1.639 0.03 -0.01 -0.02
C 1.941 -3.371 -0.903 0.09 -0.08 -0.15
N 1.414 -2.263 -1.426 -0.14 0.34 0.22
C 0.681 -2.285 -2.596 -0.17 -0.31 -0.27
C -0.485 -3.072 -2.775 0.10 0.04 0.08
C -0.970 -4.053 -1.732 0.01 0.06 -0.07
C -1.248 -2.940 -3.932 -0.02 0.03 -0.07
C -0.916 -2.057 -4.945 -0.03 -0.07 -0.05
C -1.793 -1.891 -6.160 0.03 0.05 0.10
C 0.252 -1.317 -4.791 -0.05 -0.02 0.00
C 1.049 -1.424 -3.665 0.11 -0.11 0.07
C 2.327 -0.638 -3.576 -0.11 0.02 0.07
H 5.894 -0.023 0.562 0.01 0.01 -0.03
H 4.291 0.646 0.834 0.06 0.07 -0.06
H 4.590 -0.415 -0.569 0.01 0.04 -0.02
H 4.667 -1.190 2.374 -0.04 0.00 0.01
H 5.110 -2.955 -0.087 0.01 -0.04 0.01
H 5.203 -3.503 1.584 0.01 -0.03 -0.04
H 6.394 -2.345 0.973 0.00 0.02 0.00
H 2.319 -1.055 3.480 0.03 0.01 0.00
H 3.067 -3.970 3.878 0.02 0.01 0.03
H 3.220 -2.600 4.975 0.00 -0.04 0.02
H 4.325 -2.756 3.611 0.00 -0.04 0.05
H 0.719 -3.540 2.749 0.01 -0.02 0.03
H 0.141 -1.890 3.002 -0.08 0.03 -0.01
H 0.715 -2.840 4.381 0.00 0.01 0.00
H 3.232 -4.592 2.022 0.01 0.02 -0.04
H 3.484 -6.936 2.020 0.00 -0.03 0.01
H 4.410 -7.340 0.572 0.00 -0.05 0.04
H 2.742 -7.891 0.730 0.01 -0.02 0.04
H 2.647 -6.647 -1.654 -0.02 0.01 -0.02
H 1.822 -4.581 -2.690 -0.05 -0.04 0.03
H -0.372 -4.012 -0.826 -0.03 -0.05 0.01
H -0.910 -5.077 -2.113 0.01 -0.02 0.05
H -2.017 -3.857 -1.474 -0.01 -0.01 -0.02
H -2.146 -3.548 -4.035 -0.01 0.01 0.03
H -2.528 -2.697 -6.220 0.00 0.00 -0.04
H -1.203 -1.892 -7.080 -0.03 0.00 -0.02
H -2.339 -0.944 -6.120 0.00 -0.01 -0.05
H 0.555 -0.633 -5.580 0.01 0.01 0.01
H 2.766 -0.505 -4.568 -0.03 0.02 -0.01
H 3.039 -1.152 -2.931 0.03 0.04 0.00
H 2.146 0.350 -3.148 0.08 0.03 0.04
O -4.494 3.649 4.710 0.03 -0.10 -0.03
C -3.445 4.409 4.126 -0.05 0.11 0.05
C -2.528 3.533 3.322 0.20 0.28 -0.11
C -1.439 4.112 2.674 -0.29 -0.31 0.17
C -0.605 3.287 1.939 0.32 0.31 -0.21
N -0.782 1.976 1.831 -0.25 -0.43 0.31
C -1.823 1.409 2.454 0.11 1.19 0.04
C -2.726 2.173 3.203 -0.05 -0.44 -0.09
C -1.997 -0.039 2.260 -0.06 -1.07 -0.11
C -2.821 -0.823 3.070 0.10 0.44 0.03
C -2.985 -2.171 2.791 0.12 -0.28 -0.19
C -3.770 -3.053 3.722 -0.06 -0.08 0.08
O -3.190 -3.106 5.026 0.00 0.11 -0.03
C -2.326 -2.703 1.689 -0.12 0.21 0.29
C -1.479 -1.866 0.976 0.14 -0.32 -0.29
N -1.308 -0.587 1.251 -0.31 0.16 0.44
H -4.982 4.221 5.305 -0.03 0.04 0.03
H -2.854 4.909 4.903 0.00 -0.02 -0.01
H -3.858 5.189 3.475 0.03 -0.02 -0.02
H -1.244 5.174 2.753 0.06 0.01 -0.07
H 0.259 3.689 1.414 -0.01 -0.02 0.03
H -3.590 1.718 3.666 0.03 0.01 0.03
H -3.304 -0.394 3.939 -0.03 -0.01 -0.01
H -3.833 -4.065 3.307 -0.02 0.04 -0.06
H -4.786 -2.676 3.857 0.01 0.00 -0.01
H -2.240 -2.979 4.926 0.01 -0.05 0.01
H -2.429 -3.749 1.429 0.06 -0.01 -0.03
H -0.874 -2.257 0.161 0.00 0.07 0.02
O 2.674 1.583 -1.200 0.46 0.02 -0.05
H 2.818 2.395 -0.680 -0.06 0.02 -0.11
H 2.894 0.876 -0.585 0.53 0.05 -0.04
O 1.874 1.339 3.659 -0.03 -0.02 0.12
H 0.997 1.367 3.257 0.16 0.05 -0.13
H 2.395 1.991 3.148 -0.10 -0.07 0.00
I 3.480 3.739 1.517 0.01 0.08 0.20
C -4.154 -0.543 -1.173 0.05 0.04 0.03
C -4.307 0.807 -0.440 0.16 -0.01 0.00
C -3.091 1.612 -0.924 -0.13 0.11 -0.07
O -2.111 0.642 -1.224 -0.14 -0.17 0.05
C -2.782 -0.421 -1.866 -0.12 -0.01 -0.07
H -4.948 -0.710 -1.902 -0.01 -0.03 0.02
H -4.164 -1.371 -0.463 -0.02 -0.02 -0.02
H -4.240 0.665 0.640 -0.08 -0.01 0.00
H -5.249 1.310 -0.662 -0.01 0.01 0.01
H -2.686 2.288 -0.172 0.07 0.04 -0.08
H -3.325 2.197 -1.823 0.04 0.02 0.03
H -2.165 -1.314 -1.781 0.02 0.00 -0.03
H -2.908 -0.197 -2.934 0.04 0.01 0.01
C 1.225 6.169 -3.117 -0.06 -0.11 0.10
C 0.405 5.658 -1.929 0.00 -0.01 -0.13
C 0.642 6.579 -0.736 0.00 -0.10 -0.11
O 0.910 4.355 -1.594 0.20 0.71 0.11
B 0.001 3.342 -1.885 -0.23 -1.07 0.17
O -1.178 3.953 -2.367 -0.32 0.70 -0.23
C -1.099 5.388 -2.276 -0.02 0.01 0.07
C -1.567 5.988 -3.601 0.01 -0.08 0.12
C -2.072 5.831 -1.178 0.11 -0.10 -0.07
H 2.272 6.205 -2.815 0.00 0.01 -0.01
H 0.908 7.167 -3.435 0.04 0.01 -0.02
H 1.142 5.474 -3.952 0.01 0.04 -0.03
H 1.714 6.616 -0.536 0.00 0.01 0.02
H 0.160 6.190 0.159 0.00 0.04 0.02
H 0.277 7.591 -0.939 0.01 0.02 0.04
H -1.013 5.564 -4.436 0.02 0.04 -0.01
H -1.456 7.077 -3.604 -0.02 0.01 -0.04
H -2.623 5.745 -3.742 0.00 0.01 -0.02
H -1.816 5.353 -0.231 0.00 0.03 0.02
H -3.077 5.503 -1.452 -0.01 0.02 -0.01
H -2.070 6.918 -1.053 -0.05 0.00 0.05